ORCA calculation (ωB97M-V/def2-TZVPD) on C26H19ClN7O7S3Ta as an isolated structure in a non-equilibrium geometry.

Geometry as ORCA input:
```
! wB97M-V def2-TZVPD RIJCOSX def2/J DEFGRID3
* xyz 0 1
Ta -1.77 -0.75 -0.15
C -1.21 2.41 3.30
C -1.19 1.18 2.44
N -1.40 1.23 1.15
N -1.44 2.43 0.59
C -1.89 2.55 -0.64
N -1.84 3.77 -1.20
S -2.71 1.31 -1.48
C -1.01 -0.13 3.03
C -0.62 -0.31 4.36
C -0.40 -1.59 4.83
C -0.64 -2.66 3.98
C -1.05 -2.41 2.69
N -1.20 -1.18 2.22
H -1.31 3.28 2.66
H -0.31 2.48 3.90
H -2.07 2.36 3.96
H -1.23 4.45 -0.77
H -1.95 3.80 -2.20
H -0.48 0.55 5.01
H -0.05 -1.74 5.84
H -0.50 -3.68 4.31
H -1.27 -3.21 2.00
O 3.17 -4.41 -0.88
C 3.54 -3.87 0.26
O 4.49 -4.28 0.89
C 2.76 -2.71 0.76
C 3.19 -1.86 1.78
Cl 4.63 -1.89 2.67
N 2.26 -0.90 1.95
N 1.24 -1.08 1.10
C 1.51 -2.16 0.39
C 0.49 -2.71 -0.56
O 0.82 -3.39 -1.52
O -0.71 -2.47 -0.21
C 2.30 0.15 2.89
C 2.51 -0.14 4.23
C 2.59 0.89 5.14
C 2.45 2.21 4.72
C 2.22 2.49 3.38
C 2.15 1.46 2.46
H 2.34 -4.04 -1.27
H 2.61 -1.16 4.55
H 2.76 0.67 6.19
H 2.53 3.01 5.44
H 2.10 3.51 3.06
H 1.98 1.66 1.41
S -3.82 -1.30 0.62
O -1.98 -1.51 -2.28
C -1.01 -0.87 -2.73
N -0.18 -0.22 -1.95
S 0.66 0.90 -2.83
O 2.07 0.78 -2.64
O 0.10 2.20 -2.53
C 0.09 0.34 -4.44
C 0.35 0.76 -5.72
C -0.32 0.11 -6.76
C -1.21 -0.92 -6.51
C -1.48 -1.32 -5.21
C -0.81 -0.67 -4.18
H 1.04 1.55 -5.92
H -0.13 0.41 -7.78
H -1.70 -1.42 -7.33
H -2.18 -2.11 -4.99
*
```

Values from the calculation:
M ... 854.1 g/mol
Electronic energy ... -98617.6965 eV
LUMO ... -0.0462 Eh